Molecular formula: C31H48GeN4O4S2Sr
Method: DFT, wB97M-V/def2-TZVPD

Last column: Löwdin spin population.
Element x y z (Å)
Sr  -0.7140  0.7388  0.0461  0.0003
C  -2.5062  -0.3079  -3.4533  -0.0001
C  -2.0499  1.1068  -3.5111  0.0000
C  -1.0000  1.3091  -4.6761  0.0000
C  -3.1781  2.1142  -3.7650  0.0000
O  -1.3988  1.4245  -2.2668  0.0028
Ge  -0.9567  3.2638  -1.8456  0.0002
O  -1.8631  2.9940  -0.1274  0.0000
C  -2.9283  3.7768  0.2977  0.0000
C  -2.5262  4.6034  1.4952  0.0000
C  -3.5158  4.6043  -0.7762  0.0000
C  -4.0306  2.7352  0.7415  0.0000
O  0.5523  2.5285  -0.9730  0.0004
C  1.9392  2.8567  -1.2215  0.0000
C  2.5594  3.1872  0.1014  0.0000
C  2.0509  4.0951  -2.1569  0.0001
C  2.4935  1.6058  -1.8065  0.0007
H  -2.8820  -0.7400  -4.3816  0.0000
H  -3.3730  -0.4404  -2.7578  0.0001
H  -1.7400  -0.9770  -3.0626  0.0010
H  -1.4823  0.9540  -5.5960  0.0000
H  -0.0626  0.7693  -4.5163  -0.0001
H  -0.7262  2.3642  -4.7346  0.0000
H  -3.4983  1.9210  -4.7878  0.0000
H  -2.8155  3.1408  -3.6390  0.0000
H  -3.9434  1.8690  -3.0477  0.0000
H  -1.8979  5.4588  1.1891  0.0000
H  -1.9657  3.9931  2.1971  0.0000
H  -3.4063  4.9673  2.0292  0.0000
H  -2.7935  5.2513  -1.2387  0.0000
H  -4.3024  5.1883  -0.3697  0.0000
H  -3.8426  3.8317  -1.5055  0.0000
H  -3.7256  2.1616  1.6389  0.0000
H  -4.2304  2.1118  -0.1408  0.0000
H  -4.9926  3.2364  0.9219  0.0000
H  1.9684  3.9161  0.6859  0.0000
H  3.6405  3.4155  0.1514  0.0000
H  2.5788  2.3282  0.8020  0.0000
H  1.4793  4.9657  -1.7713  0.0000
H  1.6337  3.8328  -3.1554  0.0000
H  3.1315  4.2043  -2.1755  0.0000
H  2.5329  0.7662  -1.0536  0.0002
H  3.4808  1.8083  -2.0955  0.0000
H  1.9650  1.3329  -2.6912  0.0002
C  0.6318  -5.2342  -4.1565  0.0035
C  1.7408  -4.3504  -3.7255  0.0278
N  1.8422  -4.2587  -2.2036  0.0106
C  2.6239  -5.3318  -1.5248  0.0013
C  1.7559  -6.4590  -0.8806  0.0001
C  1.3852  -3.2593  -1.4706  0.0435
S  0.5679  -1.9079  -2.3338  0.7481
N  1.5609  -3.2693  -0.1339  0.0213
C  1.2717  -2.1371  0.6385  0.0058
O  1.0499  -0.9800  0.1973  0.1036
C  1.4768  -2.4297  2.1972  0.0056
C  2.0794  -1.3790  2.8314  0.0000
C  2.4724  -1.5757  4.1822  0.0004
C  2.0552  -2.7797  4.8050  -0.0005
C  1.3968  -3.7660  4.0879  0.0005
C  1.0823  -3.5983  2.7584  0.0004
H  0.6723  -5.4064  -5.2801  0.0002
H  -0.3517  -4.7758  -3.9170  0.0024
H  0.7445  -6.2550  -3.7380  0.0001
H  1.6689  -3.3560  -4.1313  0.0176
H  2.6683  -4.7730  -4.1121  0.0006
H  3.1020  -4.8093  -0.7036  -0.0001
H  3.2390  -5.8527  -2.2590  0.0008
H  1.0703  -5.9827  -0.1444  0.0001
H  2.2998  -7.1394  -0.2981  0.0000
H  1.3111  -7.0070  -1.7310  0.0000
H  2.4265  -0.4528  2.2719  0.0001
H  2.9223  -0.8173  4.7594  0.0001
H  2.3144  -3.0211  5.8421  0.0000
H  1.0480  -4.6493  4.6038  0.0001
H  0.5739  -4.3530  2.2557  0.0001
N  -2.6279  -0.2765  1.6983  0.0000
C  -1.7214  -0.1869  2.8301  0.0001
N  -0.8337  0.7294  2.7366  0.0001
C  -0.0729  0.7243  3.8755  0.0000
C  0.9442  1.6636  4.0841  0.0000
C  1.5373  1.6549  5.3508  0.0000
C  1.1448  0.7359  6.2958  0.0000
C  0.2367  -0.2692  6.0771  0.0000
C  -0.4133  -0.2372  4.8449  0.0000
S  -1.6343  -1.1938  4.2116  0.0000
H  -3.1627  -1.1633  1.6526  0.0000
H  -3.1611  0.5674  1.7038  0.0000
H  1.2029  2.4657  3.3682  0.0000
H  2.3905  2.2735  5.4892  0.0000
H  1.6790  0.6432  7.2348  0.0000
H  0.1308  -1.0317  6.8619  0.0000

The calculation puts the total energy at -4633.972024 Ha. For the molecular weight, the calculation gives 765.1 g mol⁻¹. Its spin multiplicity is 2. Its charge is +1.